(1)
Entry from the Open Molecules 2025 dataset: a 9-piece molecular cluster, C49H62F24O21 overall (wB97M-V/def2-TZVPD).

```
! RIJCOSX wB97M-V def2-TZVPD def2/J DEFGRID3
* xyz 0 1
C 8.269 4.660 -2.255
C 8.365 2.990 -2.209
C 8.446 2.619 -0.597
C 6.941 2.417 -2.780
C 7.064 0.988 -3.613
C 6.926 -0.141 -2.441
C 8.331 -1.233 -2.542
C 9.861 -0.444 -2.317
O 9.135 -1.423 -1.214
O 8.100 0.862 -4.660
C 7.452 -0.083 -5.616
O 7.980 -0.975 -6.457
O 5.981 -0.019 -5.550
C 5.768 1.152 -4.658
C 4.255 0.929 -4.072
O 3.621 2.183 -3.548
C 2.401 1.653 -2.856
C 2.470 1.392 -1.236
C 1.110 0.758 -0.508
C -0.188 0.453 -1.475
C -0.236 0.741 -3.110
C 1.103 1.363 -3.829
H 7.908 5.066 -3.292
H 7.594 5.072 -1.362
H 9.368 5.049 -2.039
H 9.275 2.598 -2.835
H 7.489 2.031 -0.216
H 8.460 3.627 0.043
H 9.399 1.978 -0.310
H 6.123 2.266 -1.936
H 6.519 3.259 -3.515
H 6.076 -0.916 -2.695
H 6.908 0.261 -1.344
H 8.278 -2.170 -3.375
H 10.632 -1.007 -3.009
H 9.899 0.678 -1.993
H 5.848 2.096 -5.368
H 3.578 0.480 -4.946
H 4.249 0.168 -3.184
H 3.460 1.628 -0.616
H 1.099 0.521 0.654
H -1.177 -0.030 -1.021
H -1.158 0.495 -3.804
H 1.183 1.589 -4.985
C 2.514 1.062 6.839
C 1.321 1.273 5.924
O 1.673 2.121 4.820
C 2.345 1.518 3.787
O 2.651 0.328 3.772
C 2.614 2.516 2.664
F 3.102 3.706 3.120
F 1.483 2.814 1.961
F 3.519 2.063 1.751
H 2.924 2.023 7.165
H 2.227 0.481 7.720
H 3.320 0.531 6.324
H 0.525 1.784 6.475
H 0.908 0.322 5.569
C -4.602 -1.962 3.261
C -3.478 -0.954 3.101
O -3.431 -0.063 4.225
C -2.820 -0.547 5.354
O -2.335 -1.674 5.439
C -2.797 0.513 6.451
F -4.000 1.138 6.608
F -1.888 1.498 6.194
F -2.472 0.008 7.675
H -5.555 -1.450 3.429
H -4.688 -2.591 2.371
H -4.433 -2.610 4.127
H -3.665 -0.338 2.215
H -2.510 -1.446 2.952
C 8.148 -3.876 0.159
C 7.528 -4.507 1.393
O 6.115 -4.261 1.433
C 5.338 -5.070 0.642
O 5.789 -5.960 -0.076
C 3.859 -4.734 0.816
F 3.613 -3.393 0.772
F 3.371 -5.171 2.013
F 3.069 -5.293 -0.144
H 7.909 -2.809 0.112
H 9.235 -3.996 0.167
H 7.758 -4.329 -0.757
H 7.956 -4.049 2.290
H 7.739 -5.581 1.448
C -4.938 4.873 -2.850
C -5.870 3.837 -3.452
O -5.127 2.713 -3.948
C -4.729 1.793 -3.011
O -4.969 1.893 -1.810
C -3.994 0.632 -3.675
F -3.064 1.045 -4.583
F -4.845 -0.194 -4.351
F -3.328 -0.157 -2.785
H -4.170 5.166 -3.573
H -5.495 5.763 -2.543
H -4.415 4.475 -1.975
H -6.394 4.274 -4.309
H -6.635 3.515 -2.737
C -11.632 2.121 -4.424
C -11.151 2.304 -2.996
O -10.173 3.352 -2.921
C -10.662 4.634 -2.909
O -11.859 4.910 -2.963
C -9.525 5.644 -2.778
F -8.483 5.378 -3.619
F -9.000 5.665 -1.519
F -9.912 6.922 -3.050
H -10.785 1.951 -5.097
H -12.319 1.273 -4.496
H -12.150 3.015 -4.786
H -10.660 1.387 -2.657
H -11.983 2.497 -2.309
C -2.706 -0.932 11.842
C -1.671 -1.415 12.841
O -0.794 -2.378 12.238
C 0.213 -1.871 11.456
O 0.384 -0.670 11.256
C 1.096 -2.994 10.918
F 0.375 -4.036 10.412
F 1.900 -3.523 11.885
F 1.925 -2.588 9.915
H -3.249 -1.779 11.411
H -3.421 -0.257 12.321
H -2.236 -0.400 11.009
H -2.174 -1.921 13.671
H -1.101 -0.583 13.270
C -10.415 -4.935 0.787
C -9.934 -4.751 2.215
O -8.956 -3.703 2.291
C -9.445 -2.421 2.303
O -10.642 -2.146 2.248
C -8.308 -1.412 2.433
F -7.267 -1.677 1.593
F -7.783 -1.390 3.693
F -8.695 -0.133 2.161
H -9.568 -5.105 0.115
H -11.102 -5.783 0.716
H -10.933 -4.041 0.425
H -9.443 -5.669 2.554
H -10.767 -4.559 2.902
C 4.685 -0.962 -9.262
C 4.065 -1.593 -8.029
O 2.651 -1.346 -7.988
C 1.875 -2.155 -8.779
O 2.326 -3.046 -9.497
C 0.396 -1.820 -8.606
F 0.150 -0.478 -8.649
F -0.092 -2.257 -7.409
F -0.394 -2.379 -9.565
H 4.446 0.106 -9.309
H 5.772 -1.082 -9.254
H 4.294 -1.415 -10.178
H 4.493 -1.134 -7.131
H 4.275 -2.667 -7.973
*
```

Output
Gap between HOMO and LUMO: 8.64 eV
Energy: -160019.256 eV
SMILES: CC(C)C[C@]1(C[C@H]2CO2)OC(=O)O[C@H]1COc1ccccc1.CCOC(=O)C(F)(F)F.CCOC(=O)C(F)(F)F.CCOC(=O)C(F)(F)F.CCOC(=O)C(F)(F)F.CCOC(=O)C(F)(F)F.CCOC(=O)C(F)(F)F.CCOC(=O)C(F)(F)F.CCOC(=O)C(F)(F)F

---

(2)
Entry from the Open Molecules 2025 dataset: a 14-piece molecular cluster, C67H151N9O17 overall (wB97M-V/def2-TZVPD).

```
! RIJCOSX wB97M-V def2-TZVPD def2/J DEFGRID3
* xyz 4 1
C 3.373 -1.955 -4.903
C 2.931 -0.520 -4.991
O 3.563 0.360 -4.484
N 1.714 -0.310 -6.007
H 1.832 -0.909 -6.812
H 0.843 -0.537 -5.549
C 1.543 1.137 -6.548
H 3.313 -2.394 -3.907
H 4.372 -1.870 -5.331
H 2.843 -2.632 -5.574
H 1.323 1.828 -5.734
H 0.864 1.295 -7.386
H 2.522 1.312 -6.995
C -2.757 3.507 0.333
C -1.880 3.298 -0.889
O -0.671 3.456 -0.895
N -2.596 3.083 -2.237
H -3.456 2.567 -2.115
H -2.886 3.972 -2.620
C -1.749 2.311 -3.255
H -2.282 3.173 1.255
H -3.742 3.099 0.110
H -2.833 4.587 0.461
H -2.484 2.016 -4.004
H -1.468 1.409 -2.711
H -0.945 2.848 -3.757
C 3.510 -7.438 -1.834
C 2.279 -6.578 -1.896
O 1.264 -6.861 -1.303
N 2.378 -5.308 -2.627
H 2.924 -4.701 -2.033
H 2.956 -5.471 -3.440
C 1.029 -4.690 -3.121
H 3.843 -7.923 -2.752
H 3.454 -8.220 -1.077
H 4.381 -6.794 -1.719
H 0.478 -5.411 -3.726
H 1.223 -3.821 -3.750
H 0.488 -4.312 -2.254
C 7.693 5.057 -6.009
C 7.067 4.897 -4.687
C 6.776 3.472 -4.284
C 7.963 2.835 -3.528
N 7.743 1.402 -2.878
C 6.285 1.071 -2.560
C 6.276 -0.009 -1.464
C 7.585 0.201 -0.696
C 8.326 1.281 -1.461
C 8.313 0.279 -3.747
H 8.041 6.071 -6.209
H 7.085 4.833 -6.885
H 8.555 4.405 -6.152
H 6.171 5.514 -4.626
H 7.753 5.326 -3.956
H 6.695 2.906 -5.212
H 5.802 3.374 -3.806
H 8.170 3.526 -2.710
H 8.942 2.791 -4.005
H 5.736 0.822 -3.469
H 5.843 2.000 -2.200
H 6.213 -0.997 -1.922
H 5.358 0.134 -0.895
H 8.179 -0.699 -0.540
H 7.265 0.627 0.255
H 9.364 0.950 -1.444
H 8.191 2.273 -1.030
H 8.232 -0.680 -3.236
H 9.317 0.579 -4.047
H 7.759 0.306 -4.685
C -2.190 -0.192 2.757
C -2.544 -0.224 4.273
C -1.320 0.191 5.115
C -1.572 -0.011 6.632
N -0.359 0.289 7.535
C -0.898 0.413 8.977
C -1.219 1.910 9.064
C -0.049 2.598 8.375
C 0.409 1.614 7.251
C 0.715 -0.805 7.367
H -3.037 -0.511 2.149
H -1.490 -0.973 2.460
H -2.005 0.808 2.364
H -2.826 -1.233 4.576
H -3.377 0.462 4.429
H -1.120 1.250 4.953
H -0.365 -0.231 4.800
H -1.935 -0.983 6.965
H -2.378 0.673 6.899
H 0.008 0.187 9.540
H -1.700 -0.287 9.213
H -1.269 2.186 10.118
H -2.131 2.095 8.496
H 0.669 2.823 9.163
H -0.228 3.558 7.890
H 1.474 1.460 7.424
H 0.232 2.134 6.309
H 1.444 -0.585 8.147
H 1.045 -0.772 6.329
H 0.085 -1.686 7.486
C -4.007 -6.538 1.524
C -2.581 -6.959 1.795
C -1.761 -5.852 2.376
C -0.248 -6.011 2.049
N 0.656 -4.977 2.820
C 2.184 -5.323 2.610
C 2.887 -4.520 3.759
C 1.956 -4.675 4.952
C 0.562 -5.002 4.399
C 0.349 -3.575 2.339
H -4.034 -5.779 0.742
H -4.648 -6.365 2.388
H -4.642 -7.274 1.030
H -2.208 -7.291 0.826
H -2.579 -7.804 2.484
H -1.812 -5.777 3.462
H -2.115 -4.893 1.998
H -0.007 -5.784 1.011
H 0.034 -7.032 2.305
H 2.264 -5.133 1.539
H 2.228 -6.401 2.765
H 3.123 -3.479 3.537
H 3.856 -4.950 4.015
H 1.873 -3.762 5.541
H 2.286 -5.551 5.511
H -0.037 -4.166 4.761
H 0.051 -5.947 4.579
H -0.657 -3.456 2.743
H 0.345 -3.598 1.249
H 1.040 -2.852 2.772
C -6.003 -4.304 -1.581
C -6.102 -3.790 -0.119
C -6.919 -2.500 0.154
C -8.382 -2.892 0.500
N -9.270 -1.624 0.771
C -10.741 -1.944 1.127
C -11.475 -0.648 0.769
C -10.695 -0.005 -0.368
C -9.454 -0.896 -0.579
C -8.549 -0.738 1.830
H -7.029 -4.558 -1.847
H -5.335 -5.159 -1.686
H -5.516 -3.541 -2.189
H -5.129 -3.600 0.332
H -6.457 -4.572 0.553
H -6.844 -1.893 -0.748
H -6.395 -1.918 0.913
H -8.375 -3.504 1.402
H -8.914 -3.533 -0.203
H -10.809 -2.254 2.170
H -11.064 -2.815 0.557
H -11.589 -0.048 1.672
H -12.480 -0.931 0.457
H -10.272 0.902 0.066
H -11.225 0.152 -1.307
H -8.568 -0.303 -0.804
H -9.691 -1.505 -1.451
H -9.231 0.030 2.193
H -7.665 -0.234 1.440
H -8.256 -1.367 2.672
C -2.042 -3.065 -1.445
O -1.110 -2.341 -0.679
C -1.231 -0.900 -0.771
C 0.111 -0.208 -0.384
N 1.210 -0.622 -1.355
H 1.430 -1.601 -1.241
H 0.842 -0.543 -2.293
C 2.459 0.273 -1.058
C 2.228 1.795 -1.240
O 1.682 2.044 -2.576
C 2.022 3.331 -3.046
H -1.577 -3.422 -2.364
H -2.839 -2.423 -1.820
H -2.597 -3.827 -0.898
H -2.036 -0.532 -0.135
H -1.515 -0.692 -1.802
H 0.524 -0.538 0.569
H -0.040 0.870 -0.336
H 3.311 -0.107 -1.621
H 2.635 -0.125 -0.058
H 3.192 2.205 -0.939
H 1.568 2.247 -0.500
H 1.084 3.882 -3.101
H 2.562 3.307 -3.993
H 2.533 3.900 -2.270
C 4.756 5.746 -2.175
O 3.583 5.895 -1.388
C 2.642 6.789 -1.990
C 1.381 6.789 -1.026
N 1.766 7.391 0.391
H 2.409 6.807 0.907
H 2.227 8.257 0.149
C 0.512 7.708 1.338
C -0.242 6.424 1.751
O 0.691 5.830 2.612
C 0.380 4.452 2.995
H 5.205 6.719 -2.373
H 4.522 5.210 -3.095
H 5.361 5.046 -1.599
H 2.427 6.436 -2.999
H 3.028 7.803 -2.096
H 0.925 5.830 -0.784
H 0.615 7.503 -1.328
H -0.074 8.357 0.686
H 0.860 8.293 2.189
H -0.426 5.812 0.868
H -1.179 6.726 2.219
H 0.219 3.803 2.133
H -0.408 4.341 3.740
H 1.248 4.024 3.497
C 1.883 -0.401 3.255
C 2.163 1.047 3.072
O 1.954 1.761 4.045
O 2.710 1.419 2.023
H 1.985 -0.761 4.279
H 2.518 -1.071 2.675
H 0.890 -0.680 2.904
C -1.699 6.775 -3.236
C -2.538 6.816 -1.966
O -2.357 7.690 -1.060
O -3.443 5.972 -1.960
H -2.236 7.000 -4.158
H -1.063 5.907 -3.406
H -1.085 7.674 -3.193
C -2.525 -1.743 -4.832
C -1.004 -1.526 -4.772
O -0.654 -0.451 -4.299
O -0.138 -2.364 -5.249
H -2.858 -1.001 -5.557
H -2.980 -1.505 -3.871
H -2.818 -2.734 -5.178
C -4.885 0.488 -0.085
C -5.585 1.149 -1.279
O -4.798 1.381 -2.158
O -6.834 1.436 -1.206
H -5.385 0.649 0.870
H -3.801 0.598 -0.060
H -4.978 -0.577 -0.299
C 4.747 -2.747 0.749
C 3.831 -3.136 -0.403
O 4.382 -3.719 -1.350
O 2.643 -2.891 -0.274
H 4.448 -1.800 1.197
H 5.800 -2.673 0.476
H 4.687 -3.466 1.566
*
```

Output
Gap between HOMO and LUMO: 5.87 eV
Energy: -120107.333 eV

---

(3)
Entry from the Open Molecules 2025 dataset: C24H20BBrCl3IIrN11S as an isolated structure (wB97M-V/def2-TZVPD).

```
! RIJCOSX wB97M-V def2-TZVPD def2/J DEFGRID3
* xyz 4 1
Ir -0.418 0.027 -0.534
C 0.700 -0.231 3.769
C 1.001 0.509 2.512
N -0.025 -0.034 1.575
N -0.704 -0.891 2.175
C -0.328 -1.043 3.524
B -2.145 -2.066 1.331
N -2.959 -0.957 0.745
C -4.294 -0.762 0.819
C -4.637 0.288 -0.001
C -3.439 0.713 -0.561
N -2.428 -0.043 -0.118
N -1.239 -2.762 0.370
C -1.115 -4.079 0.083
C -0.163 -4.233 -0.896
C 0.265 -2.941 -1.183
N -0.382 -2.056 -0.423
N -2.647 -2.720 2.498
C -2.343 -3.914 3.131
C -2.993 -3.928 4.320
C -3.675 -2.682 4.378
N -3.464 -1.954 3.312
H 1.246 -0.142 4.698
H 1.976 0.213 2.101
H -0.856 -1.751 4.144
H -4.906 -1.382 1.453
H -5.620 0.692 -0.170
H -3.267 1.516 -1.260
H -1.737 -4.817 0.562
H 0.166 -5.151 -1.351
H 0.990 -2.616 -1.913
H -1.703 -4.661 2.695
H -2.996 -4.719 5.052
H -4.307 -2.307 5.169
S 1.715 2.707 4.198
C 2.598 3.756 3.336
C 2.397 3.610 1.886
N 1.555 2.717 1.540
C 0.943 2.051 2.631
H 3.257 4.482 3.808
H 2.930 4.223 1.168
H -0.105 2.375 2.714
Cl 4.137 -0.907 -3.263
C 4.079 -0.044 -1.734
Cl 4.972 -0.887 -0.475
Cl 4.614 1.629 -1.894
C 2.663 -0.015 -1.311
N 1.560 -0.012 -1.015
N -0.749 3.107 -0.913
C -0.559 1.986 -0.744
H -0.930 4.076 -1.131
Br -0.006 -2.400 -5.452
C 0.959 -0.813 -5.172
C 2.019 -0.502 -6.016
C 2.669 0.718 -5.901
C 2.274 1.647 -4.946
C 1.228 1.351 -4.085
C 0.603 0.119 -4.198
I -1.137 -0.270 -3.073
H 2.303 -1.206 -6.788
H 3.473 0.956 -6.586
H 2.754 2.615 -4.895
H 0.883 2.092 -3.372
*
```

Output
Gap between HOMO and LUMO: 4.70 eV
Energy: -171624.486 eV
Energy above the lowest of the compared OMol25 structures with the same formula, charge and spin: 0.0 kcal/mol

---

Calculated LUMO energy in order - 0.08, -7.27, -13.86 eV
Calculated HOMO in order - -8.5624, -13.1359, -18.5528 eV